ORCA calculation (ωB97M-V/def2-TZVPD) on a single C4H7NO2 molecule in a non-equilibrium geometry.

Output
Multiplicity   1
Total charge   0
Highest occupied orbital energy   -10.2 eV
ΔE to the lowest compared entry with this formula, charge and spin   372.5 kJ/mol
LUMO energy   0.6 eV
HOMO-LUMO gap   10.86 eV
E_tot   -361.738997 a.u.

Each line ends with the Mulliken charge.
Positions of all 14 atoms, in Å:
C1 0.01 1.22 0.17  0.222
C2 0.55 -0.21 0.10  -0.166
C3 -2.27 -0.62 0.28  -0.013
C4 1.89 -0.20 -0.47  -1.685
N1 -1.22 1.54 0.01  -0.453
O1 -2.25 0.56 -0.39  -0.177
O2 -3.01 -1.44 -0.17  -0.497
H1 0.75 2.11 0.45  0.309
H2 -0.15 -0.84 -0.43  0.361
H3 -1.74 -0.73 1.15  0.543
H4 2.30 -1.19 -0.72  0.374
H5 2.51 0.02 0.27  0.450
H6 2.01 0.37 -1.35  0.424
H7 0.63 -0.59 1.08  0.309